Computed, not measured: a structure of composition C6H31B4NSn, with ωB97M-V/def2-TZVPD.

For the HOMO-LUMO gap, the calculation gives 0.1927 hartree. The calculation puts the energy relative to the best compared isomer or geometry (same formula, charge and spin) at 12.260 eV. Its total charge is -2. As for the total energy: -16733.8695 eV. Its highest occupied orbital energy is 0.180 eV. The calculation puts the LUMO energy at 5.42 eV. Its molar mass is 279.28 g mol⁻¹.

XYZ file:
```
43
Properties=species:S:1:pos:R:3:forces:R:3:mulliken_charge:R:1
H 1.6207 0.4157 1.1832 1.60 -2.53 -0.07 -0.82
H -1.2737 3.4551 1.9594 -1.36 2.75 2.97 -0.36
C -0.9982 -0.2893 1.8934 -0.89 -0.84 1.89 -2.48
H 0.2581 1.4773 1.4189 -0.80 -0.75 0.47 -2.03
H 1.3648 -3.4557 -0.8588 -0.24 0.09 0.00 0.34
H -1.1490 1.7988 1.4222 -2.07 -0.77 1.05 -0.98
H 3.2635 1.0584 -1.4400 4.47 0.08 -0.90 -0.23
H 1.5067 -1.0159 1.1740 -0.62 -0.51 -0.32 0.67
C -0.6921 -1.6588 -1.4904 1.32 1.08 -0.23 -0.68
H -1.7924 0.6505 0.2634 1.02 -0.27 2.13 -1.83
H 1.6942 1.5250 2.5997 0.64 0.57 4.32 -0.35
H 1.7792 -0.9148 -0.5523 0.42 -1.05 0.42 0.71
C 0.1302 -1.1468 -2.6722 0.29 -0.76 -0.99 -1.29
H 0.0412 -0.0818 -2.8869 -0.45 -0.12 0.27 0.16
H -2.3989 0.2193 -1.3011 0.04 -2.50 -3.20 -0.21
H 1.8690 2.0803 -0.8113 -0.20 3.77 0.70 -0.17
H -0.1252 -0.5973 2.4689 -0.17 -0.24 0.16 0.47
H -1.9009 -0.2622 2.5038 -0.12 -0.25 0.52 0.46
N -0.1913 -1.0572 -0.2253 -0.66 -0.60 -0.13 1.29
H -0.7656 -2.7456 -1.4491 0.32 -0.31 0.09 0.52
B 1.3150 1.3616 1.6028 1.68 -1.02 -0.10 0.77
H 1.2115 -1.2818 -2.6487 0.03 -0.26 0.55 0.31
H 1.7772 2.0680 0.9308 1.93 2.70 -1.39 0.14
B -2.5229 0.9147 -0.4855 -1.33 0.47 -1.19 1.97
H -1.4328 2.9302 0.1715 -2.28 1.85 -2.68 -0.27
Sn -0.1483 1.3102 -0.5828 0.90 1.43 -1.24 -0.24
C -1.2816 -1.1659 0.7383 0.89 -1.86 0.77 -1.63
H -2.2574 1.9061 -0.8184 -0.16 3.26 -1.75 -0.20
H -1.3348 -2.1983 1.0841 -0.01 -0.79 0.13 0.55
B 2.2162 1.1318 -1.1909 1.03 0.14 -1.19 0.39
H -0.8487 0.7689 1.6789 -0.42 -2.05 0.70 2.52
H 1.6501 0.9244 -2.0858 -1.73 -1.03 -3.58 -0.28
H 2.0828 0.4173 -0.3935 -0.39 -1.36 1.68 -0.78
H 0.8156 -3.5659 0.8653 -0.57 -0.01 -0.24 0.33
H -1.7006 -1.2807 -1.6576 0.17 -0.15 0.29 0.37
C 1.2061 -1.4363 0.2143 -1.64 -3.52 -1.78 -0.22
H -3.5397 0.9207 -0.1246 -3.90 -0.19 1.84 -0.32
H -0.1762 -1.6835 -3.5700 -0.28 -0.10 -0.27 0.52
C 1.4128 -3.0164 0.1376 0.64 1.35 0.88 -1.85
H -2.2385 -0.9409 0.2673 0.44 -0.44 0.21 0.97
H 0.1031 2.8248 1.0064 2.82 2.50 -0.39 0.17
B -0.9677 2.8242 1.1393 -0.75 2.26 -0.19 1.07
H 2.4182 -3.1886 0.5218 0.39 -0.02 -0.21 0.53
```
Positions in Å, forces in eV/Å.

Computed, not measured: a structure of composition C21H43N4O2PS3Ta, with ωB97M-V/def2-TZVPD.

For the HOMO-LUMO gap, the calculation gives 0.2163 hartree. The calculation puts the energy relative to the best compared isomer or geometry (same formula, charge and spin) at 2.463 eV. Its total charge is +3. As for the total energy: -75851.9710 eV. Its highest occupied orbital energy is -14.518 eV. The calculation puts the LUMO energy at -8.63 eV. Its molar mass is 691.72 g mol⁻¹.

XYZ file:
```
75
Properties=species:S:1:pos:R:3:forces:R:3:mulliken_charge:R:1
H 4.2687 2.6964 1.3937 -0.47 -0.44 0.19 0.43
H -4.3639 2.8137 0.0632 0.20 0.11 -0.05 0.45
C -3.3043 3.0380 0.2131 0.47 -0.73 -1.27 -1.37
C 3.3582 2.1169 1.6197 -0.98 0.20 -1.12 -0.71
C -2.5597 1.7735 0.5087 -0.17 -0.32 0.70 -0.06
C 2.6536 2.7320 -3.2834 -0.06 -0.12 0.88 -1.62
N -2.2260 -5.1423 -1.9504 0.18 0.64 0.48 -0.24
C -2.9562 -1.6557 1.9104 0.33 0.09 -1.84 -2.00
C -3.1637 0.4673 0.4309 1.33 -0.23 -0.34 0.85
O -0.7690 -1.6166 -1.0757 -0.27 -2.45 -1.56 -0.38
C 2.4769 -2.1886 3.5767 0.77 -1.27 -0.11 -0.77
H 4.0879 -0.7274 5.0845 -0.08 0.08 -0.62 0.38
H -0.7316 -4.4101 -0.5790 -0.09 0.18 -0.25 0.37
C 2.8151 -0.3116 2.0352 0.10 -0.49 0.65 -0.31
H -2.2340 -2.2147 2.4879 0.10 -0.10 0.06 0.56
H -5.2851 0.2251 0.5945 -0.12 -0.10 0.04 0.41
H 0.6673 4.3341 -3.5454 -0.68 -0.74 -0.09 0.37
H 2.9236 3.7007 -2.8394 -0.09 -0.10 -0.18 0.35
C 1.5647 2.0548 -2.4338 -2.84 0.68 -1.00 0.44
C -1.2746 0.3340 1.7883 -0.64 -0.15 0.66 0.92
H 0.1842 3.2935 1.3296 -0.05 0.14 0.02 0.28
N 3.6641 0.6989 1.7024 0.21 0.77 0.16 0.48
H -4.5294 -0.8795 -0.6034 0.04 0.07 0.38 0.30
H -0.1215 -4.8389 -2.1755 0.52 -0.06 -0.43 0.44
S 1.9660 0.8660 -1.1364 -2.25 0.83 -1.24 -0.10
H 2.9358 2.4543 2.5393 -0.21 0.40 0.81 0.33
H -1.0783 -0.9981 3.4606 0.22 0.33 0.06 0.28
C -0.8470 0.0396 3.2047 1.44 0.12 0.16 -1.56
H -2.9398 -4.4463 -2.2772 0.05 -0.63 0.14 0.34
H 3.8764 0.7850 4.1849 0.35 0.54 -0.30 0.34
H 2.8660 -2.4084 4.5672 -0.15 -0.22 -0.01 0.39
H -1.0384 -0.6655 -4.8034 -0.16 0.25 0.29 0.29
H 0.2416 0.2230 3.4012 -0.79 -0.31 -0.32 0.19
C -0.5854 2.8099 1.9335 0.57 0.29 -0.30 -1.35
H -2.0776 -5.8721 -2.6324 -0.09 -0.29 -0.53 0.35
H 2.5097 0.0541 5.0436 0.54 -0.22 -0.64 0.37
H -1.0539 3.8690 -3.5836 -0.16 0.14 -0.04 0.42
H -0.0918 2.4202 2.8247 0.01 -0.07 -0.12 0.26
C 3.4226 -0.1485 4.4254 -0.20 0.04 1.04 -0.96
O -2.8176 -2.2279 -2.4121 2.27 -2.61 -0.61 -0.91
H 0.1261 -3.2452 -4.2138 -0.38 0.80 0.61 0.51
H -0.9978 -1.9888 -5.7346 -0.18 -0.19 0.20 0.40
H -1.3536 0.7016 3.9148 -0.26 -0.11 -0.20 0.35
H 0.0523 3.2057 -4.7719 0.03 -0.19 -0.06 0.35
C -4.5136 0.1245 -0.1661 0.57 0.79 -1.26 -1.99
N -1.2027 -1.6738 -4.7785 -0.32 0.12 -0.08 -0.24
C -0.0474 3.4908 -3.7255 0.05 0.28 0.67 -1.60
C -2.3342 -0.4381 1.1881 -1.27 1.25 1.89 0.48
H -2.8971 3.4595 -0.7247 -0.25 0.12 0.27 0.23
C 0.2200 2.3608 -2.7403 3.37 -0.97 0.04 0.64
H -2.5740 -5.6074 -1.1124 -0.19 0.01 0.14 0.37
H 5.0253 0.1674 0.1715 0.23 0.25 0.48 0.21
H 3.5587 2.1311 -3.2393 0.09 -0.08 -0.15 0.44
H 5.3735 -0.4649 1.8325 0.18 0.00 -0.41 0.37
H -3.7261 -1.2506 2.5802 0.12 -0.20 -0.18 0.41
H -1.2532 3.5968 2.2978 -0.18 -0.22 -0.29 0.46
C -0.3130 -2.3255 -3.7451 -0.29 -0.64 -0.17 -0.74
H 5.6559 1.2351 1.5332 0.07 -0.11 -0.33 0.44
C -0.9298 -4.3698 -1.6560 -1.75 0.30 0.44 -0.75
N 3.0136 -0.8956 3.2300 -1.01 0.77 -1.49 0.28
C -1.2795 1.6947 1.1832 -1.63 -0.94 1.77 1.77
H 2.3690 2.9006 -4.3398 0.04 -0.25 0.69 0.38
S 1.6234 -1.0805 0.8468 0.72 -0.29 1.94 -0.27
Ta -0.3166 0.2098 -0.1954 1.27 -0.91 -2.47 0.52
H -4.7743 0.8064 -1.0260 0.27 -0.52 0.99 0.46
H 0.4813 -1.6166 -3.4844 -0.09 -0.23 0.04 0.29
H -3.4230 -2.3516 1.1749 0.12 0.50 0.59 0.34
C 5.0205 0.3976 1.2538 0.15 -1.29 0.51 -1.03
P -1.3596 -2.6418 -2.1975 0.38 5.51 2.38 0.85
H 2.8803 -2.9577 2.8903 -0.40 0.40 0.26 0.33
H 2.6242 2.3111 0.8249 0.25 0.20 0.21 0.03
H -3.2058 3.7673 1.0045 0.23 0.13 0.21 0.38
H 1.4030 -2.2308 3.6055 -0.49 0.17 -0.16 0.21
H -2.2145 -1.8202 -4.5452 0.61 0.14 -0.17 0.37
S -1.1453 1.3503 -2.1283 0.80 1.13 -0.66 -0.49
```
Positions in Å, forces in eV/Å.

Computed, not measured: a structure of composition C48H65ClCsN9O5Se, with ωB97M-V/def2-TZVPD.

For the HOMO-LUMO gap, the calculation gives 0.1988 hartree. The calculation puts the energy relative to the best compared isomer or geometry (same formula, charge and spin) at 2.346 eV. Its total charge is -2. As for the total energy: -152896.0406 eV. Its highest occupied orbital energy is -1.849 eV. The calculation puts the LUMO energy at 3.56 eV. Its molar mass is 1095.42 g mol⁻¹.

XYZ file:
```
130
Properties=species:S:1:pos:R:3:forces:R:3:mulliken_charge:R:1
H 0.0090 -5.7276 2.7362 0.04 0.00 0.05 0.33
C 4.8118 1.0136 3.5523 0.05 0.01 0.02 -2.35
H 1.9661 -4.6208 2.0454 0.00 0.00 0.02 0.21
H 0.1740 6.6220 -0.6180 -0.01 -0.01 0.01 0.29
H 0.1948 6.4827 4.5831 0.00 0.00 0.00 0.48
H -4.5447 -6.6598 0.1548 0.01 -0.02 -0.01 0.36
H 3.1441 -0.5031 0.9641 0.08 -0.02 -0.01 0.27
H -3.3736 -8.4584 -1.1262 0.00 0.00 0.00 0.38
N -3.3722 -1.5901 -1.3018 -0.27 0.23 -0.06 0.25
H 2.5203 -1.5277 3.1947 -0.01 0.02 -0.01 0.02
H 2.7489 4.0909 5.7221 0.00 -0.01 -0.01 0.33
H -1.9669 3.9834 0.9731 0.00 0.00 0.00 0.44
C -2.5296 -7.7944 -1.2761 -0.06 0.05 0.03 -0.97
H 1.8448 5.5628 6.1065 0.01 0.00 0.00 0.47
C -1.7050 3.6742 -0.0299 0.00 -0.01 -0.05 0.13
H -0.5827 -1.9121 4.6378 -0.02 -0.04 0.02 0.31
H -1.2498 4.8190 -3.1457 0.00 0.00 0.01 0.32
H -0.2357 5.7042 3.0570 0.03 0.00 -0.01 -0.01
H -0.3948 3.0410 -6.0090 0.00 0.00 0.00 0.45
C -1.7994 1.3200 -4.5115 -0.01 0.00 -0.03 -1.61
H -4.5173 -1.3041 -4.3228 -0.06 0.06 0.01 0.20
H 4.3693 -1.6288 -1.8429 0.02 -0.01 0.00 0.40
C -0.7194 2.2960 -4.0170 0.00 0.00 0.03 2.69
C -0.6370 -2.4649 3.6900 0.02 0.09 -0.05 0.39
C -1.4097 -8.2125 -1.9317 0.12 0.04 -0.03 -0.80
H 0.5868 -7.7244 -2.5828 0.02 0.02 -0.01 0.54
H 4.2389 -1.5996 3.6442 -0.01 0.00 0.00 0.47
C 5.1466 -3.0748 -3.2107 0.02 0.06 0.00 -0.55
H 1.3528 -5.9453 -3.5535 -0.05 -0.01 -0.01 0.35
H 0.8910 1.2256 -5.0161 0.00 0.00 0.00 0.45
C 0.0672 1.6720 2.2365 0.03 0.04 0.01 0.07
H 1.4302 2.2901 -3.7036 0.00 0.00 0.01 0.31
C 4.8954 -4.2544 -3.9288 -0.01 0.03 0.04 0.07
O -5.4571 -0.6679 -1.0036 0.17 0.17 -0.16 -0.83
O -4.3017 -1.3862 0.6540 0.06 0.28 0.12 -0.57
C -0.6436 3.4460 -5.0238 0.01 0.01 -0.03 -2.54
C 3.9680 0.0214 1.4439 -0.05 0.01 0.04 -1.94
N -2.4729 -2.1214 -3.3157 -0.03 0.02 -0.19 -0.12
H -2.8445 6.3727 -2.8359 0.00 0.00 0.00 0.33
H -2.7004 -2.3516 3.7509 0.00 0.01 0.01 0.20
H 2.1953 5.7063 2.3773 -0.01 0.00 0.00 0.28
H 0.1299 4.1693 -4.7543 0.00 -0.01 0.01 0.43
H -0.9717 -4.4460 4.5053 -0.04 0.02 -0.02 0.41
H -2.4628 -2.9654 0.7428 -0.02 -0.18 -0.11 0.88
C 2.3579 1.2287 2.9312 -0.02 0.11 0.02 -0.64
C 2.9026 -3.1727 -2.1976 -0.14 0.10 -0.10 -0.67
C -0.0350 -4.6399 2.5736 -0.06 -0.07 -0.13 0.23
H 0.9684 -4.1585 0.8327 -0.01 -0.02 -0.16 -0.12
H 3.4304 5.0723 3.4617 0.00 -0.01 0.00 0.30
C 3.3373 -0.9765 3.6564 0.03 -0.02 0.04 -1.55
H -3.1876 5.9077 0.8845 -0.01 -0.01 -0.03 0.37
H 3.0807 -0.7691 4.6999 0.00 0.00 0.00 0.31
N 1.1118 -4.1245 1.8343 -0.05 0.04 0.07 -0.20
C -2.5085 -3.9539 0.3019 -0.15 0.16 -0.09 -1.04
O -0.9639 0.5518 -1.7155 -1.06 1.25 -1.16 0.25
N 0.7204 -5.1422 -1.7506 -0.04 -0.24 -0.14 -0.01
C -3.0794 6.5322 -1.7820 -0.01 0.01 -0.02 -1.79
Cl 6.1294 -4.8901 -5.0120 -0.02 0.00 0.01 -0.31
H -5.3749 -0.9636 -2.8622 -0.02 0.00 0.02 0.25
H -0.9250 -4.4541 1.9719 0.14 -0.06 0.17 -0.45
H -3.9802 5.9593 -1.5531 0.01 0.00 0.02 0.35
C -1.5011 -5.5995 -0.9352 0.08 0.08 -0.01 0.22
H -2.4722 7.5092 0.6501 0.00 0.00 0.01 0.50
H 0.7148 -3.9370 4.4684 0.00 -0.01 -0.01 0.35
O 1.9976 -2.6239 -1.5237 1.46 -1.06 -0.69 -0.18
H -1.0123 -2.8840 -2.1908 -0.04 0.06 -0.07 0.27
C 3.6017 0.3376 2.9050 -0.05 0.02 0.00 2.87
C 0.0727 5.5154 4.0864 -0.05 0.03 0.00 -1.94
C -1.3113 4.1073 -2.3299 0.00 0.00 -0.03 -0.14
H 1.0444 3.9780 6.1524 -0.02 0.01 -0.01 0.35
C -0.2238 -3.9153 3.9010 0.09 -0.03 0.09 -0.80
Se -1.4774 1.0863 1.2373 -0.53 0.72 0.46 0.20
N -4.6666 -1.4971 -3.3466 0.00 0.04 0.12 -0.57
H -0.7588 3.5485 2.7838 0.00 0.00 0.00 0.30
H 5.0830 1.9414 3.0417 -0.01 -0.01 -0.01 0.41
C -1.9171 6.0917 -0.8796 0.00 -0.01 0.01 2.37
H -3.2969 7.5964 -1.6396 0.00 0.00 -0.01 0.46
C 2.4593 5.5694 3.4279 0.03 0.02 -0.01 -1.66
C 4.1923 -2.5517 -2.3821 0.02 -0.11 -0.06 -0.65
O 1.0277 -0.4373 1.8544 0.75 0.72 2.21 -0.56
C 1.7805 4.5834 5.6194 0.01 0.00 0.04 -1.81
Cs 0.4514 -1.0176 -0.4075 0.01 -1.26 -0.16 2.30
C 1.5231 -5.2165 -2.7449 0.04 0.05 0.17 -0.44
H -0.8519 7.9783 -1.1286 0.00 0.00 0.00 0.49
C 3.6979 -4.9033 -3.7785 0.03 0.02 -0.01 -0.78
H 0.6349 0.7530 -3.3227 0.05 0.00 -0.03 0.12
C -1.0697 2.7730 -2.6053 -0.01 0.06 0.05 -0.60
H -2.0439 -1.5278 2.5115 0.02 0.05 0.01 -0.02
C 2.3688 2.4952 3.4860 0.05 -0.03 -0.03 -0.33
C -0.6686 6.9052 -1.2519 0.02 0.01 -0.01 -1.65
N -1.1423 -2.1591 -2.8974 0.00 -0.15 0.03 -0.34
H -1.5942 3.9785 -5.1107 -0.01 -0.02 0.00 0.41
C -1.6427 4.6002 -1.0631 0.00 0.00 -0.01 -1.00
H 0.0800 -1.9922 3.0178 0.00 -0.01 0.02 -0.62
N -1.9604 -2.3762 3.0608 -0.02 0.01 0.12 -0.22
C -0.3407 -6.0461 -1.6579 0.09 0.26 0.09 0.17
H -1.3463 -9.2257 -2.3112 -0.01 -0.01 0.00 0.37
H 4.8616 -0.6093 1.3975 -0.01 -0.01 0.02 0.47
C -0.3090 -7.3458 -2.1076 -0.08 -0.17 -0.02 -0.34
H 3.2855 2.8407 3.9512 -0.01 0.02 0.01 0.32
H -1.5135 0.9002 -5.4828 -0.01 0.00 0.00 0.46
H -1.9247 0.5109 -3.7953 0.02 0.00 0.01 0.08
C -2.5851 -6.4795 -0.7486 -0.08 -0.13 0.00 1.09
C 0.6481 1.5925 -4.0136 -0.07 0.01 0.02 -1.55
H 2.5661 6.5568 3.8914 -0.01 -0.01 0.01 0.49
N -4.4243 -1.1703 -0.5335 -0.07 -0.73 -0.21 0.86
H 3.5093 -5.8203 -4.3280 0.00 0.00 0.00 0.33
H -2.7544 1.8419 -4.6262 0.00 0.00 0.00 0.33
H -0.8917 -1.2493 -2.5096 -0.32 0.00 -0.26 -0.30
H 6.0997 -2.5726 -3.3315 0.00 -0.01 -0.01 0.39
H 4.6366 1.2441 4.6068 -0.01 -0.02 0.00 0.42
H -4.4582 -4.3575 1.1375 0.00 -0.01 0.00 0.53
H -2.5899 -2.1941 -4.3120 0.01 0.00 0.00 0.20
C -3.6902 -6.0085 0.0032 0.01 0.03 0.03 -1.12
H 5.6699 0.3380 3.4965 0.00 0.00 0.00 0.44
H -1.4845 6.1738 1.2546 0.02 0.01 -0.02 -0.06
C -1.1500 1.8108 -1.5380 -0.06 -0.11 0.01 -0.99
C 1.1454 0.7465 2.3264 -0.13 -0.16 -0.05 -0.12
C -3.5349 -1.6862 -2.6130 0.19 0.02 0.23 0.55
H -0.7384 4.9784 4.5828 0.02 -0.02 0.02 0.38
C 1.3856 4.7360 4.1437 0.00 0.00 -0.03 2.31
H -0.3769 6.7277 -2.2885 0.00 -0.01 0.00 0.30
C -3.6512 -4.7596 0.5393 0.07 0.07 -0.02 -0.82
C -1.4395 2.3297 -0.2437 0.03 -0.01 0.06 0.02
H 4.1690 0.9461 0.8960 0.00 0.00 0.00 0.33
N -1.4911 -4.3379 -0.4206 -0.03 -0.14 -0.17 0.50
C 0.1207 2.9201 2.8385 0.00 0.01 -0.04 0.10
C -2.2868 6.4345 0.5629 -0.02 0.00 0.05 -1.78
C 2.7185 -4.4187 -2.9004 -0.06 -0.18 -0.07 0.64
C 1.2686 3.3643 3.4818 -0.02 -0.02 0.03 -0.80
```
Positions in Å, forces in eV/Å.